Record 1
C9H11Cl2O7S | ωB97M-V with the def2-TZVPD basis set

Geometry as XYZ:
```
30
Properties=species:S:1:pos:R:3:forces:R:3
O -0.08266 3.67752 0.16432 3.9 -0.9 -1.1
S 1.26510 3.32910 -0.45357 -4.2 -0.9 0.5
O 2.27307 4.66742 -0.13307 0.1 -0.1 0.6
Cl 1.48536 5.96522 -0.91466 0.5 -0.4 0.3
O 1.89826 1.94840 0.33173 -0.4 1.8 -0.3
C 0.74846 0.99936 0.30107 -0.8 -0.4 0.2
C 1.21410 -0.53093 0.40891 0.5 0.3 1.0
C 0.02799 -1.54922 -0.06893 -0.4 2.0 0.2
C -1.37855 -0.80041 0.23581 -2.4 1.0 -0.5
C -2.15140 -0.22591 -1.00674 -1.7 0.7 3.1
C -3.49747 0.55894 -0.87864 2.6 -1.6 3.2
C -4.05301 0.76570 0.55468 2.7 -1.6 -0.8
C -3.29504 0.18315 1.77055 1.4 -0.6 -2.2
C -1.94536 -0.60541 1.65997 -2.2 1.6 -3.9
H 0.10364 1.29618 1.21144 0.7 -0.5 -1.8
H 0.20466 1.22834 -0.69607 0.5 -0.7 1.7
H 2.20949 -0.75627 -0.13493 -2.1 0.8 0.9
H 1.43750 -0.72833 1.52843 -0.4 0.3 -1.7
H 0.04220 -2.53635 0.49645 0.3 1.3 -0.9
H 0.19480 -1.67432 -1.20442 -0.6 -0.1 1.9
H -1.70873 -0.37203 -2.04316 -0.6 0.1 1.6
H -3.99598 0.97015 -1.83133 0.8 -0.7 1.9
H -5.02744 1.36336 0.67217 1.7 -1.1 0.0
H -3.70370 0.31569 2.83629 0.5 -0.1 -1.9
H -1.39301 -1.01007 2.57180 -1.0 0.7 -1.4
O 3.30217 -4.53753 -0.54550 -0.1 0.3 0.0
Cl 3.82752 -3.29775 -1.07622 0.6 -0.6 -0.2
O 5.08954 -2.99301 -0.43755 -0.3 0.1 -0.1
O 2.88336 -2.22443 -0.81486 0.3 -0.6 -0.3
O 4.02510 -3.42659 -2.50396 -0.1 0.1 0.2
```
Forces are in eV/Å.

Output
* LUMO energy: 1.16 eV
* spin multiplicity: 1
* calculated total energy: -59710.793 eV
* total charge: -1
* molecular weight: 334.2 g mol⁻¹

Löwdin atomic charge list, values in e, 2 entries: number 1, O, carries -0.47; number 2, S, carries 0.92

Record 2
C19H39AlBBrN2NaO6 | ωB97M-V with the def2-TZVPD basis set

Geometry as XYZ:
```
70
Properties=species:S:1:pos:R:3:forces:R:3
C 2.09947 1.79376 2.70388 -0.4 0.3 -0.5
C 2.89437 2.24665 1.92644 0.4 -0.2 -0.5
C 3.74048 2.79171 0.83960 -0.6 0.5 0.6
C 2.81759 3.60964 -0.12436 0.4 0.4 0.0
C 3.22260 3.53462 -1.61080 0.3 -0.5 0.7
N 2.38217 2.56658 -2.40975 0.7 0.7 0.2
C 0.95390 2.96750 -2.50372 -1.7 0.1 -1.2
C 0.01616 1.76187 -2.78081 1.6 -0.2 0.6
C 0.02788 0.85654 -1.52969 -0.1 0.5 0.3
C -0.73576 1.43982 -0.30663 -0.8 -0.3 0.0
C -1.14093 0.29147 0.65916 0.3 0.4 0.3
C -2.03251 2.21969 -0.66291 -0.2 -0.4 0.7
C -3.25691 1.29945 -0.94646 0.2 1.0 -0.2
C 1.51195 0.57578 -1.07271 -0.8 -0.8 0.1
B 1.72661 -1.01257 -1.16548 0.3 -0.4 -0.1
O 1.37643 -1.67641 -2.33357 0.3 0.7 0.4
C 2.36098 -1.89715 -0.00041 0.2 -0.5 -0.4
C 1.27219 -2.71961 0.75804 0.6 0.5 -0.3
C 2.59436 1.16208 -1.97765 -0.9 -1.5 0.7
H 1.19184 1.48681 3.17386 0.4 -0.1 0.4
H 4.44774 3.49579 1.29171 0.2 -0.3 -0.2
H 4.30063 2.00541 0.32727 -0.1 0.0 0.1
H 2.90797 4.66321 0.16730 -0.2 -0.2 0.0
H 1.78090 3.32883 0.07763 0.1 0.0 -0.3
H 4.23455 3.11061 -1.64645 -0.1 0.3 -0.3
H 3.24339 4.50736 -2.11116 -0.3 -0.2 0.0
H 2.76327 2.62945 -3.36182 -0.1 -0.3 0.0
H 0.58797 3.51315 -1.63102 0.5 -0.1 0.1
H 0.87640 3.63671 -3.37087 0.2 0.1 0.3
H 0.46875 1.20675 -3.61664 -0.4 0.0 0.0
H -0.96988 2.12894 -3.06494 0.1 -0.1 0.0
H -0.46834 -0.09408 -1.77523 0.1 0.3 -0.2
H -0.09947 2.10469 0.30020 0.0 0.0 -0.4
H -0.27659 -0.07983 1.23373 -0.2 0.2 -0.1
H -1.55468 -0.57482 0.12530 -0.1 0.3 0.1
H -1.89232 0.68683 1.36985 0.5 -0.5 -0.3
H -1.89409 2.97211 -1.44757 0.1 -0.3 0.1
H -2.30199 2.78929 0.24102 0.1 0.0 -0.3
H -3.71092 1.01500 0.00735 0.1 -0.3 -0.3
H -3.00623 0.42371 -1.55310 -0.1 0.1 0.1
H -4.00075 1.91209 -1.47003 0.0 -0.4 0.0
H 1.59818 0.83921 -0.00826 0.3 0.3 -0.3
H 2.18586 -1.91866 -2.81580 -0.3 -0.3 -0.3
H 2.99878 -2.65124 -0.50906 0.0 0.3 0.1
H 3.02696 -1.35517 0.68028 -0.4 0.0 0.1
H 1.07904 -3.65024 0.14805 -0.9 1.4 0.1
H 0.34025 -2.14951 0.82243 0.0 -0.4 0.3
H 1.66070 -3.05733 1.73086 -0.4 0.1 0.0
H 3.56001 1.03216 -1.48325 0.0 0.4 -0.3
H 2.64233 0.52132 -2.91595 -0.1 0.9 0.8
N -0.27467 -5.61421 -1.42060 -1.2 0.7 -1.4
O -1.28321 -5.06236 -0.96554 0.4 -0.3 1.0
O 0.56083 -6.18024 -0.56694 0.6 0.3 1.2
O -0.02732 -5.65478 -2.59140 0.4 -0.2 0.3
C -5.14489 -1.91024 2.17426 -0.9 -0.4 -0.4
C -4.29301 -0.97236 3.08733 0.3 -0.7 -0.3
C -5.24154 -0.36800 4.18165 -1.0 0.5 0.6
O -3.83497 0.01302 2.36188 0.1 -0.1 0.5
H -5.96240 -1.37974 1.68700 0.1 0.1 0.1
H -4.52199 -2.36303 1.40367 0.2 0.2 0.1
H -5.57746 -2.71258 2.77700 0.1 0.1 0.2
H -3.57414 -1.61744 3.61872 0.4 0.4 -0.1
H -6.05987 0.20285 3.74496 0.1 0.0 -0.2
H -4.68584 0.28362 4.85299 0.2 -0.1 -0.2
H -5.67186 -1.18022 4.77161 0.2 -0.2 -0.2
Al 2.08702 -5.21264 0.25558 1.2 -1.5 -0.1
Br 3.72968 -0.15706 -4.42783 0.4 -0.3 -0.7
O 1.67253 -5.01829 3.68815 -0.4 0.8 -1.2
H 1.19350 -5.77524 3.35720 -0.1 -1.0 0.3
Na -0.64168 -5.61105 1.63248 -0.1 0.1 -0.1
```
Forces are in eV/Å.

Output
* LUMO energy: -8.52 eV
* spin multiplicity: 1
* calculated total energy: -117314.349 eV
* total charge: +1
* molecular weight: 532.2 g mol⁻¹

Löwdin atomic charge list, values in e, 2 entries: number 1, C, carries 0.11; number 2, C, carries -0.14

Record 3
C34H56N3OP2Tc | ωB97M-V with the def2-TZVPD basis set

Geometry as XYZ:
```
97
Properties=species:S:1:pos:R:3:forces:R:3
C -2.80725 0.03531 -0.99645 -0.3 0.5 0.2
C -1.51556 -1.95929 -0.96401 -1.5 0.2 -0.1
C -3.80678 -0.58946 -1.72291 0.0 -0.3 -0.4
C -2.38572 -2.51229 -1.94735 0.5 -0.4 0.7
C -3.57365 -1.86181 -2.24724 -0.2 -0.1 -0.5
H -4.73139 -0.05825 -1.89620 0.0 0.0 -0.2
H -2.16214 -3.52817 -2.29526 -0.2 0.5 0.0
H -4.31219 -2.33644 -2.91996 0.5 0.3 0.5
N -1.74623 -0.65095 -0.55841 1.0 0.1 0.6
P -1.25474 2.23451 -0.31734 -1.7 1.8 -1.1
P 0.16627 -1.94686 1.21067 0.0 -3.1 0.8
C -2.90597 1.49456 -0.62149 -0.5 -0.2 0.0
H -3.42136 2.08063 -1.39680 0.0 -0.4 0.2
H -3.51229 1.58264 0.29251 0.1 0.0 -0.1
C -0.67195 -2.74466 -0.17455 2.4 1.6 -2.5
H -0.26152 -3.63112 -0.62940 -0.2 -0.3 0.2
C 2.08926 -2.43451 1.50321 0.1 -0.1 -0.1
C -0.93041 -3.12934 2.22410 0.3 -0.3 0.8
C -0.77264 2.76272 -2.11701 0.6 0.0 0.1
C -1.72956 3.80675 0.65954 0.2 0.1 0.2
C 3.03247 -1.23574 1.35812 -0.2 0.4 -0.2
H 2.82300 -0.48716 2.13215 0.2 -0.1 -0.1
H 4.07373 -1.58214 1.50502 -0.6 0.1 -0.1
H 2.95839 -0.75903 0.37454 0.1 -0.1 0.3
C 2.30815 -2.95935 2.92443 -0.2 -0.1 0.4
H 1.92580 -2.22636 3.64837 0.2 -0.3 0.0
H 1.86043 -3.94106 3.12279 0.2 0.4 -0.1
H 3.39180 -3.05706 3.11553 -0.4 0.1 -0.3
C 2.41972 -3.44754 0.41797 0.1 -0.3 -0.5
H 3.49415 -3.71001 0.42119 -0.4 0.1 0.3
H 1.85107 -4.38854 0.48224 0.2 0.4 0.0
H 2.23556 -2.98308 -0.55919 0.0 -0.2 0.4
C -0.81212 -2.82962 3.70807 -0.3 -0.2 0.7
H -0.81186 -1.75083 3.89665 0.0 -0.1 0.2
H -1.70591 -3.23969 4.19729 0.3 0.1 0.1
H 0.06377 -3.28463 4.18469 -0.3 0.2 -0.2
C -2.40931 -3.02730 1.82394 0.0 0.1 -0.1
H -2.77050 -2.00392 1.92471 -0.3 0.0 0.0
H -2.59552 -3.37216 0.80148 -0.1 0.0 0.4
H -2.97993 -3.68266 2.49369 0.1 0.3 -0.1
C -0.51581 -4.57178 1.93125 0.3 -1.7 -0.2
H -0.52193 -4.84136 0.85102 -0.1 0.2 0.9
H 0.47975 -4.89214 2.31811 -0.9 0.4 -0.2
H -1.27068 -5.26752 2.38116 0.6 0.6 -0.1
C -0.50203 4.72595 0.71808 0.1 0.2 0.0
H -0.69516 5.53343 1.44228 0.1 -0.2 -0.2
H 0.38268 4.17503 1.06685 -0.1 0.2 0.0
H -0.26070 5.20138 -0.24050 -0.1 -0.2 0.2
C -2.07761 3.41106 2.09921 0.0 -0.1 0.1
H -2.92149 2.71513 2.15183 0.1 0.1 0.0
H -1.21395 2.97730 2.61584 -0.1 0.0 0.0
H -2.37242 4.31679 2.65164 0.1 -0.3 -0.2
C -2.95618 4.53694 0.07918 -0.1 0.2 -0.2
H -3.80597 3.86163 -0.08842 0.2 0.2 0.1
H -3.28842 5.29637 0.80472 0.2 -0.3 -0.1
H -2.75205 5.07069 -0.85408 -0.1 -0.2 0.4
C -1.04648 1.60544 -3.08359 -0.1 -0.3 0.1
H -2.11811 1.46153 -3.26343 0.2 0.0 0.0
H -0.58146 1.82155 -4.05927 -0.2 0.0 0.4
H -0.61574 0.67019 -2.70815 -0.1 0.1 -0.2
C 0.73129 3.03301 -2.11963 0.7 0.2 0.0
H 1.28775 2.16311 -1.74188 -0.2 0.4 -0.3
H 1.07821 3.21907 -3.15614 -0.2 -0.1 0.5
H 1.01559 3.91920 -1.52606 -0.2 -0.3 -0.2
C -1.50410 4.01041 -2.63318 -0.1 0.1 0.0
H -2.59405 3.89160 -2.60711 0.2 0.1 0.0
H -1.21250 4.92667 -2.10346 -0.1 -0.3 -0.2
H -1.23098 4.16305 -3.69077 0.0 -0.2 0.3
Tc -0.41331 0.28216 0.86879 2.4 1.3 -2.0
C -1.66372 0.30931 2.30436 -4.5 0.9 4.9
O -2.43986 0.41332 3.19874 3.9 -0.8 -4.5
N 1.40581 -0.01064 -1.23160 1.7 -1.7 -2.5
C 1.92194 -0.58069 -2.14265 -4.3 0.7 4.9
C 2.12189 -1.54594 -3.20845 0.8 -0.7 -0.8
C 1.62562 -3.01200 -3.02717 -0.4 -0.7 0.4
C 1.26233 -0.92685 -4.32354 -0.3 0.4 -0.6
C 3.65942 -1.48710 -3.31248 0.7 0.2 -0.4
H 2.07251 -3.56701 -2.17860 -0.2 0.5 -0.6
H 0.51607 -3.07243 -2.94154 0.7 0.2 0.1
H 1.87416 -3.64499 -3.91828 0.0 1.0 0.5
H 1.37023 0.17329 -4.30783 0.0 -0.5 -0.4
H 1.49659 -1.31550 -5.32617 0.1 0.1 0.4
H 0.19998 -1.17234 -4.10558 0.6 0.2 -0.2
H 4.10826 -2.28739 -3.92633 -0.3 0.4 0.2
H 3.91379 -0.50722 -3.74335 0.3 -0.3 0.1
H 4.09822 -1.51849 -2.28405 -0.2 -0.2 -0.8
C 3.24739 2.66925 3.29035 -0.2 -0.1 -0.3
C 2.24097 1.95239 3.92861 -0.6 -0.4 0.2
C 1.22389 1.35659 3.18610 0.2 0.2 -0.2
N 1.14334 1.45154 1.83008 0.4 0.2 0.3
C 2.12066 2.18570 1.20448 -0.1 -0.4 0.1
C 3.17722 2.77775 1.90115 -0.3 -0.1 -0.5
H 4.05846 3.13006 3.85181 -0.2 -0.1 -0.1
H 2.20421 1.83043 5.01216 0.1 0.1 -0.3
H 0.43933 0.76828 3.66542 0.3 0.2 0.1
H 2.05303 2.24873 0.11268 0.0 0.0 0.6
H 3.93705 3.31994 1.32808 -0.3 -0.2 0.3
```
Forces are in eV/Å.

Output
* <S²>: 3.799
* LUMO energy (alpha / beta): -9.59 / -11.76 eV
* spin multiplicity: 4
* calculated total energy: -63434.578 eV
* total charge: +3
* molecular weight: 682.8 g mol⁻¹

Löwdin atomic charge list, values in e, 2 entries: number 1, C, carries -0.32; number 2, C, carries -0.34